# 1
DFT (the ωB97M-V functional and the def2-TZVPD basis) results for 2 unconnected molecules or ions with the total composition C10H16S.

E_tot = -21463.2049 eV
E_HOMO (spin up / spin down) = 0.88 / -3.38 eV
largest force on an atom = 1.00 eV Å⁻¹
energy above the lowest of the compared OMol25 structures with the same formula, charge and spin = 1.70 kcal/mol
Kohn-Sham gap (spin up / spin down) = 1.7976 / 6.0128 eV
lowest unoccupied orbital energy (spin up / spin down) = 0.098 / 0.097 Ha
M = 168.31 g mol⁻¹

```
! wB97M-V def2-TZVPD RIJCOSX def2/J DEFGRID3
* xyz -1 2
C -0.1316 2.0756 0.9394
H -4.4759 3.6364 -0.4330
S 2.4081 -4.0758 0.1396
H 0.3451 -3.4439 1.2703
H 0.7747 1.6731 1.3692
H -2.1921 1.2773 -1.7084
C -0.7194 1.3184 -0.0752
H -3.9634 2.9212 -1.9283
C 0.8833 -4.3615 1.0232
H -2.2978 4.7294 0.8505
C 2.4667 -1.3233 -0.4582
H 2.2136 -1.0915 0.5794
C -2.3904 3.0375 -0.4528
H -0.2340 0.3975 -0.3675
H -0.2458 3.9091 2.0946
C -0.6499 3.3201 1.2739
C -1.8667 1.7971 -0.8121
H 1.9098 -0.5571 -1.0032
H 0.9036 -2.6470 -1.0591
C -3.6287 3.5707 -1.1276
H -3.4665 4.5664 -1.5677
H 2.3185 -2.8350 -1.9359
H 3.5419 -1.2086 -0.5474
H 0.1675 -5.0321 0.5480
C 1.9772 -2.6846 -0.9114
H 1.1655 -4.7640 1.9961
C -1.7931 3.8163 0.5324
*
```

=====

# 2
DFT (the ωB97M-V functional and the def2-TZVPD basis) results for 5 unconnected molecules or ions with the total composition C10H17Cl13N4O2 in a non-equilibrium geometry.

SMILES = [H]/N=C(/N)NCCCC[N@H+](Cl)C(=O)[O-].ClC(Cl)Cl.ClC(Cl)Cl.ClC(Cl)Cl.ClC(Cl)Cl
E_tot = -183490.7618 eV
E_HOMO = -9.44 eV
largest force on an atom = 1.90 eV Å⁻¹
Kohn-Sham gap = 8.8820 eV
lowest unoccupied orbital energy = -0.021 Ha
M = 686.16 g mol⁻¹

```
! wB97M-V def2-TZVPD RIJCOSX def2/J DEFGRID3
* xyz 0 1
H 0.8512 4.1949 -0.2732
H 1.6298 -6.6148 -1.0347
C 2.3467 0.9073 1.4161
H 2.1897 2.9757 0.8278
H -1.5219 -6.8154 3.9071
C -2.3591 7.0823 -0.6885
O 1.5862 -0.0045 1.2126
H -1.4835 2.6588 -0.0655
Cl -2.3714 -5.3204 5.4886
H -1.5170 5.6976 -1.9003
H 1.1586 1.5184 -1.4147
Cl 3.5629 2.1286 -0.7207
Cl -1.3967 -2.6812 0.4588
C -1.1965 -5.8561 4.2846
C 3.2292 -8.7182 -3.3767
O 3.2110 1.2121 2.1880
Cl -0.5981 -5.9349 -1.2687
H 4.2145 -8.8733 -3.7934
Cl 2.4403 -7.4315 -4.2837
H -0.3348 -0.7097 1.1291
Cl 2.3316 -10.2271 -3.5093
C -1.1782 3.4818 -0.7078
Cl 1.8196 -4.4481 -1.8889
H -2.5452 4.5370 0.5533
Cl -1.1147 -4.7337 2.9326
C 1.1031 -5.6870 -0.8574
N -2.1148 5.7309 -1.0853
Cl 1.2747 -5.2696 0.8426
H -0.6905 7.2087 0.4641
C -1.6837 4.7730 -0.0669
H 0.6177 3.5929 -1.8885
Cl -2.1668 0.0523 -0.1460
C 0.3567 3.4108 -0.8481
H -0.8911 5.1702 0.5689
N -1.5837 7.6573 0.3376
Cl -2.1422 -0.8772 2.6074
H -2.0916 7.6922 1.2093
Cl 3.4255 -8.2528 -1.6832
H -3.7768 7.2080 -1.8946
N 2.1675 2.0987 0.3102
Cl 0.3949 -6.0735 5.0174
H 0.1775 1.4118 0.0210
H -1.6064 3.3393 -1.6958
C 0.9110 2.0263 -0.4900
N -3.2673 7.7807 -1.2273
C -1.3679 -1.0188 1.0322
*
```